Model A:
Density functional theory data (ωB97M-V with the def2-TZVPD basis set) for C36H100N8O12 as an isolated structure.

HOMO = -7.4 eV
E_LUMO = 0.019 Eh

```
! wB97M-V def2-TZVPD RIJCOSX def2/J DEFGRID3
* xyz 0 1
H -1.126 -3.306 -1.109
H 5.414 -2.348 3.872
H 2.329 -0.824 6.964
H -0.389 2.393 -0.135
O 4.029 3.597 -0.936
O -6.737 1.384 1.106
H 0.112 -1.370 6.789
H -2.529 2.860 1.073
H 1.467 3.472 -5.425
H -2.450 0.619 -4.025
H -1.598 -3.546 -5.875
C 7.561 -1.984 0.083
H -2.287 2.973 2.768
H 0.430 2.570 -6.474
C 5.255 -1.271 1.931
H 4.130 4.377 3.136
H 4.859 1.199 5.379
C -1.709 -2.469 -6.000
H 3.158 1.876 -5.255
C -4.679 1.503 -2.969
C 4.546 0.332 5.961
H 2.379 4.326 2.684
O 1.932 -1.307 0.587
H 1.609 0.724 0.540
H -5.175 0.621 3.013
H -3.485 1.311 -1.302
H 4.483 4.965 0.540
C -1.878 2.489 1.873
H 5.634 3.067 2.085
C 1.180 -0.972 5.149
N 4.112 -0.498 2.336
H -1.574 2.878 -2.350
C 3.301 3.758 2.783
H -3.038 -0.322 -2.886
H -0.718 -2.065 -6.217
H 2.087 0.105 -0.971
H -5.654 2.427 -0.362
H 4.173 0.499 2.123
H -6.346 -0.270 -0.179
H 1.705 -3.871 1.854
O -0.115 3.201 0.345
H -1.860 -1.916 4.798
H 1.639 -0.631 3.087
H 8.217 -2.831 -0.116
C -4.686 0.135 1.157
O -5.279 0.246 -2.694
H -2.856 -5.163 2.371
H 2.668 2.008 -1.043
H 0.494 -4.185 0.536
H -0.880 1.217 -3.413
C 3.763 3.115 1.451
N 5.004 2.412 1.629
H 4.058 -0.465 3.351
C -6.195 0.080 0.844
C -2.060 -3.543 3.540
H 2.598 -1.062 1.255
H 4.280 0.580 6.989
H 1.987 0.702 6.265
H -3.034 -0.293 -5.826
H -6.845 -0.998 -3.090
H -0.011 -2.912 3.589
C 5.258 -1.542 0.442
H 6.093 -3.184 2.467
H 0.256 2.421 2.238
H 1.173 0.877 3.893
C -1.483 -2.026 -3.466
C 2.892 2.993 -1.465
H -4.059 -4.155 3.060
H 1.823 -0.045 -4.205
C -0.021 1.323 -2.744
C -2.341 -1.843 -4.725
H 4.316 -1.987 0.112
C -3.070 -4.117 2.591
H -3.339 -2.245 -4.549
H -4.148 -1.126 -0.475
H -1.890 -4.230 4.372
H 1.483 -1.998 4.935
H -3.087 3.711 -2.085
H -7.292 1.934 -0.867
H -0.446 4.002 2.206
H -2.769 3.083 -3.681
H -0.654 -2.568 2.087
H -0.474 -1.612 -3.599
O -0.233 -4.606 2.417
H 2.890 -0.240 -6.386
H -4.204 1.017 0.730
N -0.111 -1.030 5.855
C 2.262 -0.323 5.987
H 0.092 0.369 -2.221
H 7.866 -1.129 -0.534
H 5.423 2.175 0.735
O -1.804 1.078 1.975
C -3.917 -1.060 0.596
C -2.629 2.875 -2.618
H -0.210 -1.176 -1.053
H 2.986 2.907 -2.546
C 2.225 1.497 -5.674
H -6.638 -0.578 1.591
H -0.395 -4.720 -1.915
N -4.397 0.097 2.612
H -3.205 -3.506 1.697
O 3.505 -0.400 5.319
H 1.972 3.576 -1.331
H -6.643 0.257 -4.258
H 5.406 -0.342 5.991
H -4.535 -0.839 2.980
C 0.975 -0.192 3.830
N -2.485 0.526 -3.016
H -0.190 2.079 -1.981
H 0.456 0.468 -5.088
H 0.379 -3.145 -2.093
H -0.042 -0.372 3.486
H 7.796 -1.637 1.094
C -0.470 3.034 1.696
H -0.501 -0.431 0.497
H -5.341 2.312 -2.627
H -2.835 -0.961 0.669
H -2.341 -2.234 -6.856
H -1.281 0.732 -1.532
O -1.336 -3.386 -3.167
H -2.365 -1.595 3.265
N 2.479 0.591 -6.803
C 0.868 -4.482 1.520
O 6.237 -2.378 -0.142
C -6.671 2.218 -0.011
C -3.278 1.534 -2.352
H 5.279 -0.566 -0.066
H -2.655 0.766 2.342
C 1.482 2.736 -6.232
H 2.016 3.169 -7.075
C 1.480 -0.161 -0.096
H -4.732 1.614 -4.061
H 1.208 -5.496 1.297
C -0.700 -3.351 2.857
H -7.329 0.577 -2.585
H -7.080 3.187 0.287
C -0.585 -3.652 -1.993
C 3.765 4.166 0.333
N -2.548 -0.399 -4.944
C -6.579 0.056 -3.185
N -2.479 -2.225 4.053
H 1.582 0.379 -7.224
O 1.091 1.745 -3.530
H -1.981 -1.424 -2.697
H -0.506 -0.115 6.056
C 1.363 0.866 -4.613
O -0.436 0.905 -1.075
H 6.233 -0.803 2.121
H 4.342 -3.056 2.682
C 5.290 -2.525 2.804
H 2.832 4.737 0.283
H -1.639 0.034 -5.066
H -4.239 -2.036 0.965
C 0.006 -0.280 -0.463
H 3.116 2.974 3.519
H 3.020 2.335 1.247
*
```

***

Model B:
Density functional theory data (ωB97M-V with the def2-TZVPD basis set) for a 10-piece molecular cluster, C36H100N8O12 overall.

SMILES = COC[C@H](C)N.COC[C@H](C)N.COC[C@H](C)N.COC[C@H](C)N.COC[C@H](C)N.COC[C@H](C)N.COC[C@H](C)N.COC[C@H](C)N.OCCO.OCCO
HOMO = -9.0 eV
E_LUMO = 0.017 Eh

```
! wB97M-V def2-TZVPD RIJCOSX def2/J DEFGRID3
* xyz 0 1
H -2.678 7.055 2.115
H -1.192 1.617 7.455
C -3.958 1.628 -5.040
H -3.223 -1.544 -3.824
H 3.428 0.310 0.776
O -4.836 -1.276 3.260
C 3.135 -1.469 -5.068
H -0.786 1.135 -1.010
H -0.908 5.062 -4.711
O -2.070 0.046 -3.195
C 3.933 0.881 2.649
H -2.182 -1.250 -0.068
C -3.110 6.055 2.245
H 1.265 -0.598 -1.590
H -4.385 -1.545 -5.971
H 5.695 -6.229 -1.797
C -0.367 0.715 5.245
C -5.502 -0.435 2.350
H 5.533 -2.366 -5.286
H -2.718 0.062 -5.818
C 4.451 -0.722 -4.840
H -0.187 -1.014 1.075
H -4.710 0.767 -0.771
C -0.892 -0.141 -3.975
H -1.517 -0.925 -1.514
H 3.534 -0.200 4.420
C -3.740 3.970 0.986
H -6.451 -0.886 2.014
H -5.759 1.472 0.399
H -0.718 -0.323 5.131
H -3.203 -4.602 -0.437
H -3.051 3.395 1.618
H -0.041 -0.058 -3.303
H 4.926 0.460 2.474
H 1.937 -0.274 7.634
C -5.372 0.505 0.056
H 0.731 -1.244 6.810
H 6.808 -0.635 -1.577
N -1.342 -1.403 -0.627
H 8.075 -5.262 -0.142
H -0.008 1.303 8.472
H 6.591 -5.961 0.550
H -2.938 0.967 3.995
H -2.575 2.711 3.976
H 1.059 1.739 6.495
H -0.895 -1.133 -4.442
C -5.679 -1.751 4.281
C 1.098 -1.082 -0.624
O -3.183 -6.585 -2.386
O -1.464 1.607 5.281
N 3.376 1.168 1.317
O 3.157 -1.344 2.727
C -4.384 6.921 3.995
H -4.728 3.890 1.431
C 4.690 -0.585 -3.334
H 3.335 -2.770 4.224
H -2.044 4.935 -0.685
N 5.570 -1.379 -5.524
H -1.199 -3.269 -0.573
C -4.616 -0.238 1.130
N -0.497 0.907 7.675
C 0.427 0.839 6.526
O -4.394 6.133 2.839
C -0.521 0.786 -0.005
H -6.059 -0.933 4.909
C 7.229 -5.923 -0.333
H -3.689 0.260 1.418
O 5.045 -4.195 -0.193
H 6.429 -1.009 -5.133
H -0.823 0.603 -4.772
C -3.244 5.380 0.898
H -5.758 0.511 2.851
O -1.128 -4.243 -0.629
H -1.418 0.966 0.616
H 2.372 1.322 1.406
H 1.032 3.427 1.171
H -6.255 -0.038 -0.285
H -2.913 -7.405 -2.807
H -3.631 6.589 4.721
C -3.258 -0.446 -3.801
N -4.229 -1.554 0.558
C 1.357 -0.350 6.718
C 6.256 0.279 -1.817
H 4.674 2.900 2.843
H -3.998 5.975 0.352
H -2.462 5.439 2.888
C -2.355 -4.741 -1.113
H 7.580 -6.948 -0.486
H -1.154 -6.344 -1.898
H -1.733 6.387 -0.033
C 0.225 2.906 0.659
H 1.943 -0.902 0.043
H 4.720 1.997 4.329
H 4.814 -2.176 0.027
N -4.686 -0.602 -5.748
H 2.873 -1.443 -6.125
H 3.423 -2.978 -0.780
O -1.013 3.037 -5.201
H -6.560 -2.250 3.854
H -0.695 3.098 1.229
H -1.875 2.043 -2.770
C -1.408 4.149 -4.370
O -1.979 2.916 -2.367
H 7.906 -6.205 -2.816
H -4.982 1.688 -4.662
C 4.117 2.173 3.433
H 2.348 -0.885 -4.577
C -0.219 -0.699 0.027
C -3.576 0.160 -5.137
H -5.128 -2.446 4.907
H 1.969 -0.478 5.826
H 1.120 -2.162 -0.800
H -1.489 3.109 -6.033
C 4.190 -3.085 -0.009
H 8.047 -4.639 -2.541
N 7.354 -5.354 -2.752
H -2.489 4.267 -4.478
H -3.317 2.165 -4.342
C -2.138 1.715 4.048
H -5.077 -2.041 0.291
C 2.620 -2.408 3.471
H 3.789 -3.185 0.994
C 6.469 -5.486 -1.590
H 6.531 -3.350 -1.283
H -3.928 2.104 -6.021
H -0.040 3.525 -2.803
H 0.253 0.980 4.380
H 3.170 2.630 3.734
H -2.197 -6.826 -0.580
O 0.526 1.535 0.579
C -1.074 3.845 -2.944
H -3.767 3.520 -0.009
H -4.909 -0.184 -6.645
H -1.460 1.570 3.197
H 5.150 -3.885 -2.245
H 0.059 3.340 -0.331
H -2.601 -4.238 -2.063
H -4.069 -0.216 -3.104
H -3.771 -2.077 1.297
H 4.890 -1.588 -2.921
H -5.364 6.869 4.468
H 4.276 0.293 -5.208
H -1.294 4.787 -2.436
O 5.812 0.240 -3.158
H 1.698 -2.142 4.004
H 2.387 -3.243 2.809
H -4.203 7.981 3.766
N -1.958 5.425 0.198
H 3.792 -0.173 -2.852
H 6.899 1.151 -1.704
C -2.152 -6.195 -1.481
C 5.781 -4.159 -1.389
H 3.128 -2.471 -4.639
C 3.087 -0.114 3.417
H 2.041 0.193 3.518
H 5.417 0.423 -1.126
*
```

***

Model C:
Density functional theory data (ωB97M-V with the def2-TZVPD basis set) for a 10-piece molecular cluster, C36H100N8O12 overall.

SMILES = COC[C@H](C)N.COC[C@H](C)N.COC[C@H](C)N.COC[C@H](C)N.COC[C@H](C)N.COC[C@H](C)N.COC[C@H](C)N.COC[C@H](C)N.OCCO.OCCO
HOMO = -8.7 eV
E_LUMO = 0.023 Eh

```
! wB97M-V def2-TZVPD RIJCOSX def2/J DEFGRID3
* xyz 0 1
H 1.241 -25.774 -5.026
H 10.817 -20.170 -6.891
H 2.228 -26.656 -12.646
H -1.108 -24.710 -4.016
H 2.409 -24.910 -10.799
H 3.576 -24.919 0.051
H 2.898 -29.405 -10.400
H 2.243 -28.467 2.876
H 1.188 -29.755 -7.446
C 7.202 -28.466 -4.801
H -1.339 -31.615 -4.790
N 2.690 -26.890 -3.993
H 5.617 -29.720 -9.309
H 7.861 -22.210 -6.984
H 3.685 -27.428 -12.028
H 2.157 -26.369 -7.285
C 7.313 -23.583 -5.030
H 10.782 -22.649 -6.899
N 2.068 -26.893 -1.014
C 1.776 -28.801 -7.540
H 0.377 -30.022 -3.519
H 5.408 -28.694 -7.849
C 6.925 -28.008 -9.283
H -1.129 -28.540 -2.271
C 2.255 -26.105 -5.144
C 8.688 -22.868 -6.741
H 4.054 -25.324 -1.640
H 3.616 -27.179 -6.485
O -2.815 -30.748 -7.019
H 7.365 -27.478 -5.236
O 5.404 -27.307 -3.720
C -1.163 -32.477 -6.763
H 3.516 -27.470 3.557
H 8.185 -29.219 -8.117
H -0.782 -24.951 -10.225
N 8.092 -28.907 -9.078
C -0.921 -25.552 -9.324
C 2.102 -29.692 -11.079
H 0.485 -23.051 -1.025
H -4.255 -29.418 -7.533
H 1.385 -22.770 -3.385
H 7.845 -28.547 -3.901
N 9.884 -22.140 -8.670
C -2.883 -24.970 -2.378
C 9.903 -20.669 -6.663
H 4.773 -28.062 -9.445
H 9.103 -19.991 -7.033
H -1.026 -26.251 -6.955
H -2.541 -25.996 -7.323
N 2.315 -29.125 -13.495
H 9.704 -20.684 -5.578
H 10.775 -22.159 -9.117
H 0.152 -22.592 -4.680
N 0.252 -32.575 -6.894
C 2.528 -26.945 -6.377
O 0.582 -29.185 -3.118
H 3.072 -24.290 -4.284
H 4.451 -26.962 -3.816
H 7.146 -26.987 -7.374
H 6.096 -26.181 -8.578
O 8.177 -25.954 -8.709
C -0.614 -28.327 -3.173
H 4.197 -25.159 -5.283
O -1.976 -26.520 -9.621
C -0.656 -24.588 -3.045
H -1.231 -33.450 -4.860
C -0.667 -23.097 -2.719
H -1.330 -31.075 -8.398
H 0.347 -21.303 -3.436
C 7.037 -26.702 -8.427
O -0.556 -28.018 -5.554
O 8.583 -23.093 -5.361
H 2.310 -26.517 -3.128
C 2.598 -27.462 2.964
C -1.635 -32.535 -5.327
C 3.134 -24.892 -5.194
H 2.921 -24.162 -5.958
H 1.869 -26.828 3.442
H -2.613 -28.734 -7.526
H -2.336 -27.927 -11.072
C 5.687 -28.504 -4.439
H 8.190 -25.571 -10.713
H 6.977 -24.621 -9.758
H 0.865 -28.468 -12.236
H 3.978 -27.714 -1.328
H 1.589 -26.222 -0.413
H 2.910 -29.907 -13.364
H 2.793 -29.144 -7.816
H 0.369 -24.958 -2.904
H 6.524 -22.898 -5.223
H 4.013 -25.662 -10.375
O 7.406 -29.463 -5.795
H -0.199 -23.539 -6.637
C 1.896 -28.656 -12.148
H 0.545 -33.377 -6.355
C 3.635 -27.666 0.820
C -1.369 -28.444 -4.438
H 7.228 -24.503 -5.523
H 5.140 -28.467 -5.409
O 2.800 -26.933 1.673
H -0.813 -30.408 -6.914
H 4.695 -27.642 1.108
C 2.905 -25.713 -10.274
H 1.182 -29.830 -10.497
C 0.394 -22.387 -3.601
C -0.114 -23.748 -7.697
H 0.802 -31.816 -6.507
H 0.385 -28.179 -5.400
H -2.732 -32.688 -5.316
H -1.570 -22.585 -2.921
C 2.604 -27.365 -11.914
H 2.409 -27.842 -3.983
C -1.483 -31.171 -7.340
H 7.218 -23.723 -3.942
C -1.301 -24.670 -8.136
H -2.115 -23.945 -8.347
H -1.808 -29.404 -4.674
H -3.198 -29.828 -8.884
C -1.461 -27.458 -10.552
H 8.558 -23.836 -7.252
H 5.127 -25.608 -0.374
O 1.812 -28.177 -6.278
H -0.194 -22.786 -8.251
H -2.936 -24.072 -1.742
C 3.497 -27.048 -0.598
H -0.276 -27.289 -3.013
H -0.936 -28.263 -10.125
C 5.578 -28.660 -8.974
H -1.071 -23.339 -0.697
N -0.428 -22.888 -1.373
H 5.451 -29.423 -3.874
H 1.615 -27.794 -0.863
H -2.182 -27.726 -4.349
C 9.896 -22.099 -7.178
H -0.007 -26.055 -9.053
C 4.091 -25.618 -0.634
H 0.911 -24.151 -7.940
H -0.971 -26.957 -11.383
H -3.102 -24.709 -3.401
C -3.239 -29.632 -7.810
H 6.948 -27.715 -10.347
H 9.348 -21.422 -9.119
H 2.605 -25.504 -9.254
H 7.899 -30.164 -5.374
H 1.544 -29.521 -14.034
H 1.384 -28.205 -8.368
H 8.912 -28.314 -9.205
H -3.566 -25.679 -1.913
H 3.235 -28.650 0.706
C 8.006 -25.047 -9.785
O -1.488 -25.367 -2.177
H 8.768 -24.254 -9.678
H -1.685 -33.231 -7.347
H 2.496 -30.651 -11.363
O 2.334 -26.957 -10.606
N -1.721 -25.490 -7.011
*
```

***

Among the structures above, stability is smallest for model A.